# C33H66O33

11 unconnected molecules or ions with the total composition C33H66O33 in a non-equilibrium geometry (the ωB97M-V functional and the def2-TZVPD basis, the OMol25 dataset).

Last column: Mulliken charge in e.
Positions of all 132 atoms, in Å:
C -2.73 -8.55 -1.35  -0.67
O -2.12 -7.27 -1.23  -0.25
C -1.10 -6.93 -2.05  0.64
O -0.35 -7.67 -2.62  -0.55
O -1.13 -5.56 -2.10  -0.22
C -0.07 -4.71 -2.64  -0.61
H -1.97 -9.29 -1.10  0.31
H -3.08 -8.65 -2.38  0.30
H -3.56 -8.56 -0.64  0.20
H 0.23 -5.04 -3.63  0.39
H 0.78 -4.93 -2.00  0.35
H -0.22 -3.63 -2.74  0.11
C -1.08 -0.54 9.10  -0.67
O -0.09 0.36 8.57  -0.38
C 0.05 0.56 7.25  0.92
O -0.76 0.15 6.41  -0.56
O 1.14 1.29 7.07  -0.36
C 1.66 1.42 5.74  -0.36
H -2.08 -0.47 8.68  0.30
H -1.16 -0.30 10.16  0.27
H -0.76 -1.58 9.00  0.30
H 2.48 2.14 5.67  0.30
H 0.88 1.70 5.03  0.10
H 2.03 0.44 5.44  0.22
C -4.75 -2.65 4.80  -0.61
O -3.98 -3.56 4.06  -0.38
C -3.39 -3.21 2.93  0.84
O -3.42 -2.11 2.42  -0.45
O -2.73 -4.29 2.50  -0.34
C -2.06 -4.21 1.24  -0.40
H -5.07 -1.79 4.22  0.26
H -4.09 -2.19 5.53  0.21
H -5.66 -3.08 5.24  0.29
H -2.67 -3.83 0.42  0.28
H -1.37 -5.01 0.96  0.25
H -1.42 -3.32 1.28  0.08
C 0.92 1.05 -5.46  -0.06
O -0.11 0.32 -6.17  -0.38
C -0.71 -0.81 -5.70  0.73
O -0.40 -1.44 -4.67  -0.49
O -1.62 -1.17 -6.57  -0.37
C -2.50 -2.30 -6.51  -0.63
H 1.91 0.66 -5.67  0.23
H 0.78 1.07 -4.38  -0.04
H 0.90 2.09 -5.78  0.17
H -3.40 -2.09 -5.94  0.29
H -2.03 -3.12 -5.96  0.27
H -2.86 -2.51 -7.52  0.26
C -5.35 4.98 1.37  -0.54
O -5.07 3.67 1.94  -0.31
C -4.77 2.69 1.05  0.84
O -4.80 2.69 -0.23  -0.65
O -4.51 1.53 1.74  -0.38
C -4.17 0.28 1.06  -0.20
H -4.53 5.19 0.68  0.24
H -5.35 5.81 2.08  0.22
H -6.28 5.01 0.81  0.31
H -4.22 0.45 -0.02  0.30
H -4.88 -0.51 1.26  0.22
H -3.17 0.25 1.48  -0.02
C 4.51 1.08 -2.65  -0.55
O 4.22 1.82 -3.83  -0.06
C 5.00 2.72 -4.50  0.72
O 4.71 3.30 -5.54  -0.57
O 6.26 2.81 -3.96  -0.36
C 7.36 3.45 -4.60  -0.65
H 5.54 1.27 -2.35  0.32
H 4.25 0.04 -2.84  0.11
H 3.76 1.44 -1.95  0.24
H 8.21 3.55 -3.93  0.26
H 7.08 4.45 -4.94  0.29
H 7.69 2.89 -5.47  0.23
C -1.43 3.60 -1.70  -0.24
O -0.58 4.68 -2.11  -0.29
C -0.07 4.81 -3.38  0.74
O -0.56 4.26 -4.35  -0.55
O 1.19 5.44 -3.34  -0.33
C 2.10 5.18 -4.44  -0.28
H -1.47 3.40 -0.63  0.01
H -1.24 2.71 -2.31  0.16
H -2.50 3.83 -1.73  0.29
H 2.10 5.91 -5.25  0.32
H 1.93 4.20 -4.88  0.03
H 3.10 5.25 -4.02  0.17
C -0.47 -0.11 2.68  -0.29
O -0.19 -0.78 1.47  -0.23
C -0.21 -0.15 0.34  0.81
O -0.63 0.98 0.19  -0.61
O 0.26 -0.98 -0.60  -0.52
C 0.46 -0.65 -1.95  -0.03
H 0.35 -0.29 3.37  0.19
H -1.38 -0.55 3.09  -0.10
H -0.49 0.94 2.41  0.13
H -0.50 -0.50 -2.45  0.45
H 0.90 -1.52 -2.43  -0.19
H 1.12 0.21 -1.98  0.31
C 3.46 -4.27 4.21  -0.68
O 2.00 -4.19 4.28  -0.33
C 1.31 -3.41 5.16  0.86
O 1.81 -2.59 5.88  -0.60
O 0.07 -3.71 5.01  -0.31
C -0.91 -2.94 5.72  -0.39
H 3.92 -3.29 4.34  0.29
H 3.81 -4.90 3.39  0.24
H 3.70 -4.78 5.14  0.31
H -1.30 -2.15 5.09  -0.04
H -0.54 -2.36 6.57  0.28
H -1.83 -3.41 6.05  0.34
C -1.44 3.97 2.96  -0.62
O -1.47 5.01 3.90  -0.35
C -2.28 6.08 3.79  0.83
O -2.86 6.45 2.77  -0.61
O -2.33 6.67 4.94  -0.34
C -3.27 7.68 5.27  -0.67
H -0.43 3.55 3.07  0.27
H -1.37 4.45 1.99  0.37
H -2.07 3.08 3.03  0.25
H -3.91 7.21 6.01  0.27
H -3.88 8.06 4.44  0.32
H -2.83 8.53 5.79  0.26
C 3.23 -2.37 -4.94  -0.50
O 4.06 -1.30 -5.49  -0.19
C 5.26 -1.46 -5.85  0.79
O 5.78 -2.54 -5.79  -0.62
O 5.67 -0.29 -6.34  -0.24
C 6.99 -0.14 -6.80  -0.67
H 3.82 -3.01 -4.27  0.41
H 2.87 -2.98 -5.77  0.36
H 2.39 -2.01 -4.34  -0.11
H 6.99 0.22 -7.83  0.29
H 7.58 -1.05 -6.84  0.36
H 7.47 0.59 -6.14  0.13

Values from the calculation:
Max |F|, hartree/bohr: 0.1146
DFT total energy, a.u.: -3779.7919
Energy relative to the best compared isomer or geometry (same formula, charge and spin), kJ/mol: 559.2
Gap between HOMO and LUMO, Ha: 0.3871
HOMO energy, eV: -10.20
Structure (SMILES): COC(=O)OC.COC(=O)OC.COC(=O)OC.COC(=O)OC.COC(=O)OC.COC(=O)OC.COC(=O)OC.COC(=O)OC.COC(=O)OC.COC(=O)OC.COC(=O)OC